(1)
C38H71Br21F3N3O4 | ωB97M-V/def2-TZVPD

XYZ file:
```
140
Properties=species:S:1:pos:R:3
C 3.039 -5.802 2.510
C 4.231 -5.128 3.171
O 4.804 -4.138 2.301
C 4.172 -2.963 2.122
O 4.096 -2.496 1.032
C 3.683 -2.234 3.358
C 2.213 -2.514 3.748
C 1.240 -1.570 3.043
N 1.095 -1.922 1.639
C -0.132 -1.500 0.972
C 0.084 -0.450 -0.132
C 1.138 0.620 0.199
C 2.429 0.439 -0.578
N 3.591 0.588 0.157
O 2.427 0.252 -1.762
C -0.995 -2.727 0.498
N -0.865 -3.874 1.366
C -0.729 -3.219 -0.933
C 0.749 -3.532 -1.277
C 1.083 -3.041 -2.693
C 1.077 -5.039 -1.154
O -2.394 -2.360 0.678
C -2.986 -1.439 -0.145
Br -3.220 0.301 0.824
C -4.329 -1.902 -0.668
C -5.370 -2.381 0.339
C -5.235 -3.734 1.049
F -6.519 -4.224 1.162
Br -4.293 -5.033 -0.046
C -4.659 -3.793 2.536
F -3.516 -4.446 2.599
F -5.527 -4.452 3.302
Br -4.375 -2.069 3.376
H 2.360 -5.058 2.080
H 2.470 -6.380 3.245
H 3.364 -6.452 1.693
H 5.042 -5.838 3.344
H 3.967 -4.688 4.141
H 4.345 -2.446 4.202
H 3.779 -1.171 3.109
H 1.898 -3.532 3.496
H 2.127 -2.418 4.836
H 1.587 -0.531 3.213
H 0.246 -1.641 3.498
H 1.922 -1.702 1.096
H -0.766 -1.019 1.733
H 0.349 -0.901 -1.091
H -0.866 0.067 -0.289
H 1.344 0.661 1.273
H 0.736 1.589 -0.097
H 4.392 0.376 -0.436
H 3.606 -0.014 0.974
H 0.021 -4.335 1.201
H -0.920 -3.605 2.344
H -1.320 -4.138 -1.031
H -1.132 -2.524 -1.676
H 1.428 -3.018 -0.589
H 2.158 -3.145 -2.881
H 0.846 -1.983 -2.838
H 0.558 -3.646 -3.442
H 0.168 -5.648 -1.126
H 1.675 -5.380 -2.006
H 1.649 -5.268 -0.248
H -2.349 -1.126 -0.972
H -4.160 -2.659 -1.443
H -4.769 -1.033 -1.172
H -5.550 -1.593 1.075
H -6.304 -2.506 -0.219
Br -2.876 3.372 3.369
C -4.796 3.488 3.632
C -5.538 2.592 2.681
Br -5.537 3.280 0.864
H -5.061 4.533 3.497
H -4.981 3.190 4.661
H -6.584 2.512 2.972
H -5.096 1.601 2.625
Br 5.845 1.773 -2.666
C 5.792 3.177 -1.327
C 7.034 3.192 -0.476
Br 7.046 1.734 0.810
H 4.895 3.017 -0.735
H 5.709 4.113 -1.876
H 7.079 4.103 0.117
H 7.938 3.089 -1.069
Br 6.894 -0.156 -5.873
C 6.179 0.662 -7.482
C 6.374 2.156 -7.499
Br 5.143 3.062 -6.301
H 5.129 0.389 -7.531
H 6.716 0.204 -8.310
H 6.170 2.551 -8.492
H 7.376 2.436 -7.190
Br -1.058 3.261 -0.769
C 0.011 3.290 -2.398
C -0.851 3.454 -3.619
Br -1.838 1.833 -4.050
H 0.578 2.361 -2.407
H 0.686 4.137 -2.295
H -0.242 3.680 -4.491
H -1.578 4.240 -3.454
Br -5.941 3.819 -2.859
C -7.270 5.233 -2.758
C -8.082 5.153 -1.490
Br -9.362 3.696 -1.529
H -7.886 5.142 -3.647
H -6.719 6.171 -2.790
H -8.664 6.063 -1.360
H -7.456 4.986 -0.618
Br 1.752 2.751 1.609
C 1.221 4.038 2.965
C 0.331 5.113 2.399
Br 1.306 6.396 1.316
H 2.137 4.443 3.384
H 0.686 3.471 3.723
H -0.125 5.685 3.205
H -0.443 4.701 1.757
Br -2.100 6.616 -2.459
C -3.657 5.929 -1.522
C -3.970 6.743 -0.295
Br -2.669 6.348 1.091
H -3.419 4.902 -1.257
H -4.472 5.939 -2.241
H -4.941 6.458 0.107
H -3.938 7.813 -0.475
Br -4.056 -7.822 -2.344
C -5.978 -7.547 -2.283
C -6.706 -8.383 -3.301
Br -6.493 -7.695 -5.105
H -6.140 -6.484 -2.431
H -6.284 -7.823 -1.276
H -7.774 -8.369 -3.100
H -6.348 -9.408 -3.317
Br 6.972 5.079 3.545
C 8.619 4.213 4.100
C 8.418 2.747 4.376
Br 7.484 2.435 6.052
H 8.974 4.752 4.973
H 9.319 4.343 3.278
H 9.379 2.247 4.472
H 7.831 2.271 3.598
```

Summary:
Net charge: 0

---

(2)
C4H8N4 | ωB97M-V/def2-TZVPD

XYZ file:
```
16
Properties=species:S:1:pos:R:3
C -3.315 0.438 0.087
C 1.364 0.768 -0.266
C -2.724 -0.661 0.380
C 3.597 -0.160 -0.241
N -3.343 1.400 -0.608
N 2.535 0.839 0.188
N -2.753 -1.820 0.910
N 0.303 0.333 -0.480
H -4.077 2.183 -0.684
H 3.047 -1.030 -0.668
H 4.245 0.452 -1.045
H 4.215 -0.364 0.644
H 2.825 1.656 0.631
H -3.640 -2.145 1.505
H -1.874 -2.307 0.834
H -0.404 0.417 -1.187
```

Summary:
Net charge: +2

---

no.,HOMO (eV)
1,-8.68
2,-18.15